A:
Computed, not measured: an isolated ion of composition C4H8N3S and charge +1, with ωB97M-V/def2-TZVPD.

Last column: natural (NBO) charge in e.
Geometry (Å):
H -2.64 0.23 1.13  0.27
C -2.80 0.44 0.10  -0.72
H 0.54 -2.61 -1.18  0.29
C -1.58 1.07 -0.46  0.30
H 3.88 -0.88 1.69  0.41
H 4.37 -0.17 0.18  0.43
C 0.45 -1.52 -0.72  -0.22
N -0.32 -0.66 -1.14  -0.04
C 2.43 -0.74 0.27  -0.15
N 3.63 -0.46 0.81  -0.72
H -1.49 2.20 -0.45  0.21
S 1.13 -1.45 1.00  0.42
H 2.32 -0.36 -0.80  0.25
H -3.71 1.13 0.04  0.27
N -0.51 0.57 -0.91  -0.25
H -2.88 -0.40 -0.55  0.25

Properties
HOMO-LUMO gap (alpha / beta) in eV: 5.7092 / 6.8818
⟨S²⟩: 2.02
HOMO (alpha / beta) in eV: -9.83 / -14.09
Spin multiplicity: 3
Total charge: +1

---

B:
Computed, not measured: an isolated ion of composition C4H8N3S and charge +1, with ωB97M-V/def2-TZVPD.

Last column: natural (NBO) charge in e.
Geometry (Å):
H 2.94 1.53 0.27  0.24
C -2.62 -0.50 0.44  -0.74
N 0.86 1.51 -0.13  -0.53
H 0.76 -0.93 -2.20  0.41
N 0.20 -0.63 -1.30  -0.28
C 0.59 -0.79 0.04  0.01
S -1.82 1.04 -0.08  0.40
H -2.42 -0.67 1.50  0.24
H -3.68 -0.35 0.28  0.27
H 0.25 -1.64 0.62  0.28
H 0.68 2.49 -0.30  0.45
H -2.26 -1.31 -0.18  0.23
C -0.15 0.51 -0.21  0.08
N 1.94 -0.32 0.38  -0.59
C 2.02 0.97 0.19  0.08
H 2.69 -0.93 0.68  0.45

Properties
HOMO-LUMO gap (alpha / beta) in eV: 6.6811 / 5.9171
⟨S²⟩: 2.01
HOMO (alpha / beta) in eV: -9.51 / -13.47
Spin multiplicity: 3
Total charge: +1

---

C:
Computed, not measured: an isolated ion of composition C4H8N3S and charge +1, with ωB97M-V/def2-TZVPD.

Last column: natural (NBO) charge in e.
Geometry (Å):
N -0.81 2.36 1.42  -0.72
S -1.91 2.72 -0.73  0.07
H 0.11 -0.95 1.03  0.42
H 0.36 0.90 -1.95  0.20
C 0.95 -1.09 -1.31  0.01
C 0.87 -2.01 -0.34  -0.02
H 1.12 -3.11 -0.39  0.23
H -2.33 1.87 -1.69  0.17
N 0.29 -1.88 0.86  -0.56
H 1.40 -1.43 -2.26  0.26
H 0.40 -2.58 1.58  0.43
C 0.30 0.22 -1.06  -0.10
N -0.20 0.59 0.10  -0.53
C -0.79 1.77 0.25  0.32
H -1.19 3.30 1.47  0.42
H 0.05 2.14 1.88  0.41

Properties
HOMO-LUMO gap (alpha / beta) in eV: 7.2597 / 6.6473
⟨S²⟩: 2.01
HOMO (alpha / beta) in eV: -10.35 / -13.85
Spin multiplicity: 3
Total charge: +1

---

Here are the energies relative to the best structure, in eV: A 2.901; B 2.347; C 0.000.

---

A:
Computed, not measured: a 2-piece molecular cluster, C4H7N4O2S overall, with ωB97M-V/def2-TZVPD.

Last column: natural (NBO) charge in e.
Geometry (Å):
H -1.25 3.45 -0.03  0.24
C 1.28 -1.06 2.75  0.91
H -1.59 -1.35 1.53  0.26
C -0.99 -2.02 0.90  -0.44
S -1.36 1.19 -0.72  -0.10
O 3.23 0.15 -2.45  -0.35
N 0.27 -1.41 0.58  0.15
N 0.50 -1.14 -0.63  0.17
H -1.53 -2.21 -0.03  0.27
N 1.12 -1.10 1.55  -0.43
H -1.82 3.32 -1.71  0.24
C -1.09 2.96 -0.99  -0.71
C 2.39 -0.25 -1.79  0.93
H -1.52 0.84 -2.00  0.14
N 1.66 -0.60 -0.89  -0.40
H -0.08 3.13 -1.34  0.22
O 1.61 -0.93 3.83  -0.36
H -0.84 -2.96 1.43  0.25

Properties
HOMO-LUMO gap in eV: 6.7485
HOMO in eV: -12.65
Spin multiplicity: 1
Total charge: +1

---

B:
Computed, not measured: a 3-piece molecular cluster, C4H7N4O2S overall, with ωB97M-V/def2-TZVPD.

Last column: natural (NBO) charge in e.
Geometry (Å):
N -2.79 0.32 0.50  0.11
H -4.53 -0.15 1.21  0.27
C 3.47 0.50 0.55  -0.80
N 1.26 3.11 0.28  -0.72
N -1.74 -0.95 -1.12  -0.42
O -0.11 -2.08 -2.37  -0.30
O 0.59 0.93 -0.10  -0.59
H 3.09 1.57 0.49  0.23
C -4.19 0.18 0.30  -0.48
H 3.49 0.13 1.55  0.22
C -0.81 -1.52 -1.67  0.95
H -4.64 1.21 0.21  0.28
N -1.88 -0.08 -0.11  0.31
H 1.37 4.12 0.25  0.47
H 4.54 0.60 0.27  0.25
C 0.82 2.07 0.00  0.86
S 2.54 -0.75 -0.42  0.08
H -4.27 -0.38 -0.70  0.25

Properties
HOMO-LUMO gap (alpha / beta) in eV: 5.7734 / 4.0152
HOMO (alpha / beta) in eV: -11.26 / -11.67
Spin multiplicity: 1
Total charge: +1

---

Here are the energies relative to the best structure, in eV: A 0.000; B 2.376.

---

A:
Computed, not measured: a 2-piece molecular cluster, C3H9PS3 overall, with ωB97M-V/def2-TZVPD.

Last column: natural (NBO) charge in e.
Geometry (Å):
C -1.14 -0.05 -0.65  -0.57
H 3.01 0.30 -1.53  0.10
H -0.78 1.69 -2.54  0.16
P 0.60 -2.01 0.65  0.35
H -0.72 1.47 1.28  0.23
H -1.14 -0.79 -1.51  0.27
S -2.69 -0.54 0.16  0.03
H 1.09 1.13 1.18  0.28
C 0.01 -0.28 0.29  -0.07
H 1.69 -1.66 1.29  -0.04
S -0.99 1.75 -1.20  -0.05
S 1.84 0.13 -2.12  -0.31
H -2.48 0.14 1.36  0.13
C 0.10 0.60 1.39  -0.79
H 0.26 0.26 2.44  0.25
H 1.34 -2.13 -0.49  0.01

Properties
HOMO-LUMO gap (alpha / beta) in eV: 8.0600 / 5.7126
HOMO (alpha / beta) in eV: -8.73 / -7.68
Spin multiplicity: 1
Total charge: 0

---

B:
Computed, not measured: one molecule with the formula C3H9PS3, with ωB97M-V/def2-TZVPD.

Last column: natural (NBO) charge in e.
Geometry (Å):
S 2.46 -2.05 -0.20  -0.28
S 2.61 1.02 -1.62  -0.55
H 3.74 -1.58 -0.40  0.18
C -0.38 -0.11 -0.11  -0.19
C -0.86 1.26 -0.45  -0.67
S 2.46 0.89 1.69  -0.31
C -0.72 -0.81 1.21  -0.66
H 3.08 2.00 1.15  0.19
P 1.88 0.01 -0.14  0.74
H -0.22 -0.71 -0.90  0.19
H -0.18 -1.76 0.96  0.21
H -1.72 -1.15 1.44  0.23
H -0.93 1.85 0.40  0.22
H -0.03 1.53 -1.13  0.24
H -0.30 -0.42 2.09  0.22
H -1.75 1.30 -1.07  0.23

Properties
HOMO-LUMO gap in eV: 8.8334
HOMO in eV: -8.69
Structure (SMILES): CC(C)P(=S)(S)S
Spin multiplicity: 1
Total charge: 0

---

Here are the energies relative to the best structure, in eV: A 4.181; B 0.000.

---

A:
Computed, not measured: one molecule with the formula C2H4ClFO2, with ωB97M-V/def2-TZVPD.

Last column: natural (NBO) charge in e.
Geometry (Å):
F 1.47 0.37 -1.07  -0.42
Cl -2.16 -0.77 -0.19  -0.02
H -0.66 1.45 -1.45  0.52
O -1.06 1.62 -0.56  -0.68
O 0.32 -0.06 0.84  -0.54
H 0.15 -1.08 -0.90  0.13
H -1.56 0.89 1.38  0.22
C 0.85 -0.62 -0.25  0.30
H 1.66 -1.40 0.06  0.16
C -1.20 0.60 0.34  0.33

Properties
HOMO-LUMO gap in eV: 11.8639
HOMO in eV: -11.16
Structure (SMILES): O[C@@H](Cl)OCF
Spin multiplicity: 1
Total charge: 0

---

B:
Computed, not measured: one molecule with the formula C2H4ClFO2, with ωB97M-V/def2-TZVPD.

Last column: natural (NBO) charge in e.
Geometry (Å):
O 0.66 0.22 0.57  -0.54
H 1.40 -2.36 -0.50  0.51
Cl 3.14 0.78 -0.28  -0.27
H -0.65 1.88 0.02  0.21
O 1.50 -1.45 -0.85  -0.70
C 0.46 1.63 0.20  -0.27
C 1.67 -0.57 0.17  0.97
H 0.99 1.85 -0.76  0.22
F 2.09 -1.34 1.18  -0.33
H 0.90 2.31 0.96  0.20

Properties
HOMO-LUMO gap in eV: 11.2619
HOMO in eV: -10.85
Structure (SMILES): CO[C@](O)(F)Cl
Spin multiplicity: 1
Total charge: 0

---

Here are the energies relative to the best structure, in eV: A 0.360; B 0.000.